No. 1
Here is a structure of composition C29H30N6O3PdS3 from OMol25. Energies are from ωB97M-V/def2-TZVPD.

Atoms and positions in Å:
Pd (-0.778, 1.625, 1.070)
S (1.058, -0.089, 1.576)
S (6.812, 2.031, -3.802)
S (-4.795, 0.220, 2.687)
O (6.350, 2.930, -2.759)
O (7.242, 2.675, -5.025)
O (7.658, 0.946, -3.338)
N (3.030, 0.141, 3.356)
N (-0.020, 1.439, -1.032)
N (4.223, 1.334, -3.538)
N (-2.673, 0.581, 1.300)
N (5.361, 0.304, -5.337)
N (0.969, 0.757, 4.118)
C (-2.340, -4.855, -0.914)
C (3.136, 0.634, -3.823)
C (-0.194, 0.532, -1.997)
C (-3.305, -2.593, -0.513)
C (4.266, -0.382, -5.600)
C (1.732, 0.310, 3.109)
C (-5.057, -2.146, 1.136)
C (-3.568, 3.163, 3.716)
C (5.311, 1.146, -4.285)
C (-3.208, -0.623, 0.853)
C (2.167, 1.876, -1.906)
C (-1.516, 2.565, 2.587)
C (-1.516, -2.938, -2.269)
C (0.770, 0.250, -2.946)
C (-2.950, 4.306, 4.205)
C (-3.382, 1.101, 2.257)
C (-2.660, -1.429, -0.144)
C (1.149, 2.100, -1.014)
C (-2.744, -3.533, -1.581)
C (-0.899, 3.699, 3.074)
C (3.094, -0.274, -4.857)
C (-2.851, 2.294, 2.904)
C (1.991, 0.910, -2.895)
C (1.457, 1.122, 5.434)
C (-1.626, 4.574, 3.880)
C (-3.814, -3.804, -2.646)
C (-4.390, -0.973, 1.491)
C (-4.508, -2.930, 0.147)
C (4.047, -0.240, 2.375)
H (-0.691, -2.778, -1.571)
H (3.109, 2.409, -1.852)
H (0.600, 1.289, 6.081)
H (-5.021, -3.845, -0.125)
H (2.058, 2.035, 5.416)
H (2.225, -0.873, -5.093)
H (-1.145, 0.017, -2.004)
H (0.139, 3.912, 2.842)
H (-4.160, -2.872, -3.099)
H (4.215, -1.315, 2.385)
H (0.031, 1.013, 3.856)
H (3.727, 0.058, 1.381)
H (1.275, 2.833, -0.224)
H (-4.681, -4.321, -2.234)
H (4.315, -1.064, -6.445)
H (-3.397, -4.432, -3.437)
H (-1.727, -1.123, -0.596)
H (0.564, -0.500, -3.698)
H (-1.148, 5.471, 4.252)
H (4.972, 0.274, 2.622)
H (-1.908, -5.532, -1.655)
H (-3.501, 4.992, 4.833)
H (-5.975, -2.442, 1.627)
H (-1.597, -4.684, -0.133)
H (2.043, 0.312, 5.872)
H (3.369, 0.415, 4.263)
H (-1.750, -1.988, -2.756)
H (-3.199, -5.352, -0.460)
H (-4.609, 2.964, 3.941)
H (-1.166, -3.628, -3.039)

Kohn-Sham gap (spin up / spin down) = 5.26 / 5.26 eV
Spin multiplicity = 1
Energy relative to the best compared isomer or geometry (same formula, charge and spin) = 40.3 kcal per mole
E_HOMO (spin up / spin down) = -7.058 / -7.058 eV

No. 2
Here is a structure of composition C35H35Cl3N4O6SeSr from OMol25. Energies are from ωB97M-V/def2-TZVPD.

Atoms and positions in Å:
Sr (-13.965, -12.402, -0.493)
Se (-14.209, -8.699, -0.790)
Cl (-11.339, -11.482, 4.550)
Cl (-11.256, -14.225, 4.041)
Cl (-9.599, -12.450, 2.418)
O (-16.199, -13.717, 0.390)
O (-12.556, -13.580, -2.291)
O (-11.723, -15.498, -3.165)
O (-12.161, -13.054, 1.054)
O (-13.125, -11.489, 2.443)
O (-16.346, -15.377, 1.947)
N (-16.515, -9.377, -2.355)
N (-14.175, -15.075, -0.525)
N (-16.784, -9.659, -0.153)
N (-16.628, -14.481, -2.650)
C (-19.769, -15.444, -1.102)
C (-16.289, -14.030, -3.856)
C (-18.283, -16.643, 0.871)
C (-12.873, -17.003, -0.904)
C (-17.677, -15.688, 0.020)
C (-15.882, -7.348, 2.220)
C (-17.883, -9.713, -2.121)
C (-15.140, -15.803, -0.031)
C (-17.175, -13.470, -4.753)
C (-20.390, -9.967, -0.960)
C (-18.845, -13.693, -3.060)
C (-13.816, -17.765, -0.229)
C (-16.351, -15.042, 0.543)
C (-16.541, -6.548, -3.637)
C (-18.482, -13.274, -4.330)
C (-20.235, -9.829, -2.349)
C (-17.450, -6.084, -4.767)
C (-15.514, -7.677, -3.982)
C (-15.919, -9.145, -3.710)
C (-18.039, -9.903, -0.768)
C (-15.898, -9.290, -1.126)
C (-20.395, -16.261, -0.158)
C (-19.002, -9.740, -2.976)
C (-14.998, -17.173, 0.164)
C (-19.625, -16.943, 0.769)
C (-18.392, -15.124, -1.060)
C (-13.186, -15.667, -1.201)
C (-16.933, -8.479, 2.022)
C (-17.886, -14.379, -2.238)
C (-12.252, -12.339, 2.115)
C (-19.263, -10.018, -0.128)
C (-12.439, -14.838, -2.230)
C (-14.643, -7.696, 3.037)
C (-16.448, -9.726, 1.286)
C (-11.222, -12.616, 3.116)
H (-15.432, -7.022, 1.268)
H (-18.012, -6.926, -5.231)
H (-21.383, -10.031, -0.535)
H (-14.593, -7.520, -3.455)
H (-14.159, -6.788, 3.460)
H (-21.447, -16.413, -0.219)
H (-16.358, -6.456, 2.666)
H (-16.635, -9.472, -4.460)
H (-20.392, -15.073, -1.919)
H (-17.681, -17.096, 1.677)
H (-18.253, -5.395, -4.387)
H (-13.867, -8.279, 2.499)
H (-15.910, -5.711, -3.254)
H (-11.910, -17.446, -1.181)
H (-13.618, -18.836, 0.027)
H (-17.154, -6.970, -2.815)
H (-15.827, -17.715, 0.677)
H (-16.990, -5.578, -5.638)
H (-15.224, -7.629, -5.051)
H (-19.213, -12.899, -5.052)
H (-16.864, -13.241, -5.760)
H (-19.332, -10.147, 0.939)
H (-16.848, -10.676, 1.698)
H (-14.933, -8.358, 3.906)
H (-19.829, -13.496, -2.635)
H (-18.896, -9.703, -4.069)
H (-17.834, -8.064, 1.522)
H (-16.328, -14.507, 2.391)
H (-11.826, -16.446, -3.051)
H (-15.012, -9.766, -3.821)
H (-17.291, -8.824, 3.039)
H (-15.232, -14.160, -4.132)
H (-15.353, -9.828, 1.268)
H (-20.104, -17.704, 1.374)
H (-21.171, -9.850, -2.904)

Kohn-Sham gap = 7.50 eV
Spin multiplicity = 1
Energy relative to the best compared isomer or geometry (same formula, charge and spin) = 0.0 kcal per mole
E_HOMO = -8.242 eV

No. 3
Here is a cluster of 2 separate species, C4H5N2O2 in total from OMol25. Energies are from ωB97M-V/def2-TZVPD.

Atoms and positions in Å:
O (-3.952, 0.079, 0.301)
O (-2.068, 1.217, -0.308)
N (0.525, -0.222, -0.081)
N (-0.522, -0.969, 0.430)
C (0.322, 2.271, 0.301)
C (-3.045, 0.660, -0.044)
C (-0.751, -2.147, -0.021)
C (0.392, 1.067, -0.038)
H (1.449, -0.751, -0.338)
H (-0.174, -2.701, -0.666)
H (0.549, 2.431, 1.358)
H (-1.600, -2.684, 0.284)
H (0.053, 3.225, -0.061)

Kohn-Sham gap (spin up / spin down) = 6.34 / 6.98 eV
Spin multiplicity = 3
Energy relative to the best compared isomer or geometry (same formula, charge and spin) = 57.1 kcal per mole
E_HOMO (spin up / spin down) = -11.348 / -15.926 eV
Total charge = +1
Expectation value of S² = 2.02

No. 4
Here is the ion C9H11FN3 with charge +1 from OMol25. Energies are from ωB97M-V/def2-TZVPD.

Atoms and positions in Å:
F (-2.177, 1.420, 1.583)
N (1.518, -0.212, -0.795)
N (-1.657, -1.425, 0.511)
N (0.865, -0.715, 1.073)
C (0.454, -0.530, -0.184)
C (2.168, -0.320, 1.263)
C (-2.637, 0.978, -0.670)
C (2.580, 0.034, 0.031)
C (3.749, 0.597, -0.572)
C (-1.077, -0.835, -0.639)
C (-1.748, 0.234, -1.328)
C (-2.644, -0.748, 0.985)
C (-2.946, 0.616, 0.772)
H (3.436, 1.468, -1.098)
H (-4.003, 1.017, 0.960)
H (-1.586, 0.236, -2.384)
H (4.272, -0.114, -1.353)
H (-1.056, -1.780, -1.376)
H (-3.265, 1.725, -1.209)
H (0.188, -0.866, 1.907)
H (4.534, 0.630, 0.167)
H (-3.129, -1.143, 1.847)
H (2.666, -0.269, 2.276)
H (1.495, 0.001, -1.768)

SMILES = Cc1c[nH+]c([C@@H]2C=C[C@H](F)C=N2)[nH]1
Kohn-Sham gap = 10.37 eV
Spin multiplicity = 1
Energy relative to the best compared isomer or geometry (same formula, charge and spin) = 13.3 kcal per mole
E_HOMO = -13.630 eV
Total charge = +1

No. 5
Here is the ion C2H7N2 with charge +1 from OMol25. Energies are from ωB97M-V/def2-TZVPD.

Atoms and positions in Å:
N (-1.000, 0.166, 1.316)
N (1.224, -0.039, -1.565)
C (0.734, -0.288, -0.321)
C (-0.588, -0.320, -0.059)
H (1.504, -0.443, 0.419)
H (-1.069, 1.182, 1.271)
H (-0.371, -0.191, 2.035)
H (-1.945, -0.136, 1.571)
H (-1.390, -0.117, -0.754)
H (0.758, 0.595, -2.186)
H (2.143, -0.410, -1.727)

SMILES = N/C=C/[NH3+]
Kohn-Sham gap = 9.71 eV
Spin multiplicity = 1
Energy relative to the best compared isomer or geometry (same formula, charge and spin) = 32.7 kcal per mole
E_HOMO = -13.484 eV
Total charge = +1

No. 6
Here is a structure of composition C20H14I2N3O5SbSe4Ta from OMol25. Energies are from ωB97M-V/def2-TZVPD.

Atoms and positions in Å:
Ta (-0.109, 0.631, -0.417)
I (-2.492, 0.724, -6.039)
I (-0.044, 4.809, -2.343)
Sb (4.251, -0.340, 0.279)
Se (5.733, 1.209, 1.338)
Se (2.049, 0.146, -0.206)
Se (5.796, -1.697, -0.930)
Se (1.392, 1.375, -1.901)
O (-0.935, -3.104, 3.002)
O (0.315, -1.356, 2.362)
O (-0.047, -1.013, -2.097)
O (-0.793, -2.726, -3.277)
O (-0.656, 2.447, -0.301)
N (-0.092, -2.935, -0.045)
N (0.361, 1.600, 1.810)
N (-1.423, -0.277, 0.553)
C (1.282, 2.003, 2.665)
C (2.524, -3.804, -0.165)
C (-1.364, 2.018, 3.404)
C (-0.410, 2.518, 4.274)
C (-1.882, 0.936, 1.181)
C (-1.729, 0.829, -1.750)
C (0.927, 2.496, 3.912)
C (-0.936, 1.548, 2.174)
C (1.906, -3.622, 1.055)
C (-2.139, 0.454, -3.062)
C (-1.061, 2.984, -2.597)
C (0.520, -3.101, -1.225)
C (-1.979, 1.309, -4.099)
C (-2.066, -0.234, -0.735)
C (-0.064, -2.561, 2.302)
C (-1.440, 2.612, -3.858)
C (1.822, -3.551, -1.334)
C (0.580, -3.212, 1.080)
C (-1.216, 2.117, -1.476)
C (-0.153, -2.290, -2.321)
H (3.580, -4.015, -0.210)
H (-2.852, 0.762, 1.678)
H (2.486, -3.661, 1.968)
H (-2.219, 1.636, 0.361)
H (2.309, 1.898, 2.336)
H (-2.411, 1.956, 3.667)
H (2.330, -3.589, -2.289)
H (-2.033, -1.224, -1.182)
H (-2.515, -0.548, -3.202)
H (-0.719, 2.897, 5.240)
H (-1.651, -1.137, 1.077)
H (-3.152, -0.058, -0.565)
H (1.698, 2.841, 4.587)
H (-1.280, 3.299, -4.678)

Kohn-Sham gap (spin up / spin down) = 4.11 / 4.10 eV
Spin multiplicity = 1
Energy relative to the best compared isomer or geometry (same formula, charge and spin) = 370.3 kcal per mole
E_HOMO (spin up / spin down) = -3.419 / -3.419 eV
Total charge = -1

No. 7
Here is a cluster of 3 separate species, C23H32F5N2O4P in total from OMol25. Energies are from ωB97M-V/def2-TZVPD.

Atoms and positions in Å:
P (-2.475, -2.646, 5.275)
F (-3.965, -4.111, 3.438)
F (-5.071, -3.148, 5.130)
F (-3.502, -0.541, -0.862)
F (-5.576, -1.372, -0.900)
F (-5.334, 0.829, -0.929)
O (1.506, -1.008, 0.823)
O (2.078, 3.316, -5.416)
O (-0.888, -0.157, 3.335)
O (3.747, 3.149, -0.961)
N (2.310, -2.969, 1.697)
N (-2.195, -0.874, 5.220)
C (1.810, 4.631, -7.370)
C (0.480, -4.415, 2.666)
C (3.566, 1.585, -2.732)
C (-1.007, -3.579, 4.566)
C (-5.080, -0.491, 4.023)
C (-5.444, 0.769, 1.836)
C (2.657, 2.604, -6.517)
C (-4.033, -2.931, 4.181)
C (1.395, 4.472, -5.918)
C (2.736, -0.562, 2.823)
C (-4.779, -0.326, -0.409)
C (-5.528, 0.697, 3.304)
C (1.791, -3.589, 2.960)
C (2.061, 3.194, -7.783)
C (2.134, -1.516, 1.730)
C (2.301, 1.526, -1.902)
C (2.739, 2.190, -0.612)
C (-4.847, -0.395, 1.148)
C (-4.368, -1.594, 1.883)
C (-1.476, -0.552, 4.256)
C (-4.473, -1.686, 3.362)
C (4.152, 2.923, -2.319)
C (-0.871, -3.602, 2.997)
H (4.241, 0.775, -2.438)
H (3.308, -3.195, 1.650)
H (-5.941, 1.542, 3.912)
H (1.920, 0.515, -1.751)
H (3.750, 3.738, -2.930)
H (1.111, 2.702, -8.013)
H (1.058, 5.137, -7.975)
H (1.516, 2.120, -2.380)
H (3.742, 2.755, -6.482)
H (3.190, 1.464, 0.074)
H (0.474, -5.279, 3.408)
H (2.741, 5.203, -7.432)
H (1.917, 2.691, -0.098)
H (2.620, -4.220, 3.408)
H (3.707, -0.096, 2.491)
H (1.988, 0.271, 2.991)
H (1.536, -2.828, 3.753)
H (0.454, -4.893, 1.650)
H (5.242, 2.943, -2.385)
H (-3.956, -2.436, 1.276)
H (2.716, 3.093, -8.649)
H (-0.741, -2.600, 2.506)
H (-1.110, -4.649, 4.917)
H (0.319, 4.292, -5.830)
H (2.906, -1.049, 3.821)
H (3.391, 1.510, -3.806)
H (-5.156, -0.565, 5.144)
H (-0.089, -3.177, 5.096)
H (-5.827, 1.679, 1.323)
H (2.451, 1.537, -6.413)
H (1.653, 5.342, -5.311)
H (-1.682, -4.147, 2.451)

SMILES = CC(=O)NCCCCP(N=C=O)C(F)(F)c1cccc(C(F)(F)F)c1.C1CCOC1.C1CCOC1
Kohn-Sham gap = 9.08 eV
Spin multiplicity = 1
E_HOMO = -8.991 eV

No. 8
Here is a structure of composition C10H13LuN3O5 from OMol25. Energies are from ωB97M-V/def2-TZVPD.

Atoms and positions in Å:
Lu (-0.537, -0.282, -1.666)
O (2.023, 1.552, -3.181)
O (1.813, -2.019, -3.555)
O (-0.999, 2.708, -3.463)
O (0.751, -0.047, -6.925)
O (-1.532, -2.697, -4.017)
N (1.014, -0.023, 2.390)
N (0.730, -0.285, 0.119)
N (-1.180, 0.020, 1.465)
C (-0.212, 0.475, -6.598)
C (0.190, -0.089, 1.326)
C (1.172, 0.942, -2.688)
C (-1.786, 0.826, 2.507)
C (-1.315, -1.959, -3.178)
C (2.447, -0.053, 2.169)
C (1.034, -1.457, -2.941)
C (0.562, -0.297, 3.723)
C (-0.932, 1.744, -2.807)
C (-2.035, -0.114, 0.262)
H (2.760, 0.765, 1.505)
H (1.757, -0.346, 0.196)
H (2.781, -1.005, 1.720)
H (-2.002, 0.241, 3.403)
H (0.181, 0.601, 4.233)
H (2.958, 0.064, 3.137)
H (-0.232, -1.063, 3.746)
H (-1.893, -1.123, -0.216)
H (1.399, -0.678, 4.323)
H (-1.886, 0.765, -0.411)
H (-1.181, 1.695, 2.770)
H (-3.103, -0.059, 0.517)
H (-2.745, 1.196, 2.136)

Kohn-Sham gap = 5.63 eV
Spin multiplicity = 1
Energy relative to the best compared isomer or geometry (same formula, charge and spin) = 39.6 kcal per mole
E_HOMO = -19.483 eV
Total charge = +3

No. 9
Here is a structure of composition C9H18BFNiO8S2 from OMol25. Energies are from ωB97M-V/def2-TZVPD.

Atoms and positions in Å:
Ni (0.457, 2.715, 1.299)
S (0.261, -2.322, 0.180)
S (-3.571, -1.483, -0.550)
F (-4.535, -0.347, -0.124)
O (-1.475, 2.593, -0.015)
O (-4.108, -2.678, -0.076)
O (2.082, 0.075, -1.186)
O (0.141, -1.803, -1.257)
O (0.795, -3.733, 0.060)
O (-2.904, 1.468, -1.522)
O (1.123, -1.599, 1.033)
O (-3.278, -1.417, -1.918)
C (-2.111, -1.067, 0.433)
C (-1.680, 2.625, 1.421)
C (0.827, 0.539, -1.658)
C (-1.202, 0.030, -0.178)
C (4.024, 0.604, 0.233)
C (-1.418, -2.408, 0.778)
C (2.646, 1.008, -0.268)
C (4.198, -0.877, 0.613)
C (-0.361, -0.424, -1.369)
B (-1.944, 1.387, -0.610)
H (3.503, -1.519, 0.086)
H (-3.586, 2.088, -1.197)
H (1.932, 1.145, 0.599)
H (4.793, 0.854, -0.493)
H (-2.741, 2.677, 1.638)
H (0.906, 0.692, -2.733)
H (-1.843, -3.264, 0.241)
H (-0.492, 0.326, 0.605)
H (0.670, 1.526, -1.212)
H (-1.219, 3.589, 1.781)
H (-1.448, -2.666, 1.834)
H (-0.979, -0.407, -2.264)
H (4.220, 1.196, 1.127)
H (-1.181, 1.795, 1.973)
H (5.202, -1.218, 0.384)
H (4.027, -1.021, 1.679)
H (-2.491, -0.665, 1.371)
H (2.761, 1.990, -0.738)

Kohn-Sham gap (spin up / spin down) = 8.62 / 4.60 eV
Spin multiplicity = 3
E_HOMO (spin up / spin down) = -17.013 / -16.955 eV
Total charge = +2
Expectation value of S² = 2.01

Maximum force values (in eV/Å) by entry order: 0.893; 4.822; 6.332; 5.999; 1.492; 8.039; 3.879; 8.208; 1.988.